Entry 1:
ORCA calculation (ωB97M-V/def2-TZVPD) on C25H24BI2MnN9O as an isolated structure in a non-equilibrium geometry.

Output
LUMO energy (spin up / spin down)	-5.26 / -3.82	eV
spin multiplicity	5
expectation value of S²	6.06
total charge	+1
strongest force on any atom	1.40	eV Å⁻¹

Cartesian coordinates (Å):
C: 2.8916 2.7644 -0.0190
C: -1.4385 1.2594 -3.1378
H: -0.9988 2.1521 3.1882
C: 0.6572 -1.6199 -2.2232
N: 2.8108 -1.9083 0.0973
C: 0.6611 -1.6707 2.1403
H: -2.3723 1.1400 2.7307
H: -1.6489 1.0954 -4.1915
C: -4.6911 0.5140 0.0248
H: -1.8813 -2.1001 -0.0536
C: -1.4168 1.1482 3.2630
H: 5.1035 2.7482 -0.1192
C: -5.1997 2.8756 0.0728
H: 1.8183 4.4222 -0.8599
I: -3.1899 5.1646 0.0980
N: 2.6715 0.5873 -0.0224
B: 1.8658 -0.7473 -0.0135
C: 4.3137 -3.2988 0.9043
H: -1.0182 2.2577 -3.0168
N: -2.3376 -0.1100 -0.0037
O: -1.5686 2.4699 0.0371
C: 2.4430 4.1896 0.0050
C: -3.8241 3.1770 0.0677
H: 4.6972 0.0388 -0.1377
C: -0.2371 -1.1790 3.0687
H: 3.7509 -1.4212 1.9568
H: -2.3873 1.2240 -2.5957
H: -1.6150 0.9290 4.3095
C: -4.0292 -1.7967 -0.0296
H: 1.8767 4.4095 0.9122
C: -3.3120 0.8290 0.0222
H: 4.4268 -4.8010 -2.0834
H: -0.6643 -1.7053 3.9069
N: 2.0077 1.7550 0.0127
N: 0.9609 -0.7077 -1.2847
C: -5.6280 1.5818 0.0519
C: 4.1270 -5.0250 -1.0598
N: 2.8798 -2.9312 -0.7971
C: 3.6643 -2.1227 1.1389
H: -4.2617 -2.8531 -0.0514
N: 0.2585 0.4337 -1.5548
H: 1.1174 -2.6455 2.0608
C: -5.0210 -0.8587 -0.0015
H: 3.2675 -5.6947 -1.1044
H: 4.9434 -5.5486 -0.5659
H: -0.6988 -1.5401 -3.9628
H: 1.1429 -2.5809 -2.2111
C: -0.2588 -1.0703 -3.0986
Mn: 0.0539 1.7568 0.0272
H: -5.9179 3.6837 0.0925
N: 0.2578 0.4162 1.6098
I: -7.6880 1.2183 0.0579
H: -6.0607 -1.1574 0.0001
C: 3.7828 -3.7697 -0.3227
H: 3.3008 4.8558 -0.0190
C: -0.5020 0.2175 -2.6267
C: 4.1673 2.2178 -0.0788
C: -0.4859 0.1385 2.6812
C: 3.9791 0.8426 -0.0864
C: -2.8807 2.1898 0.0439
N: 0.9540 -0.6980 1.2659
H: 5.0686 -3.7686 1.5148
C: -2.6878 -1.3727 -0.0302

=====

Entry 2:
ORCA calculation (ωB97M-V/def2-TZVPD) on a 2-piece molecular cluster, C25H24Br2O4S overall in a non-equilibrium geometry.

Output
LUMO energy	-1.15	eV
spin multiplicity	1
total charge	0
strongest force on any atom	2.41	eV Å⁻¹

Cartesian coordinates (Å):
C: 0.2574 -1.3112 1.6594
H: 1.5290 7.1587 -2.5866
H: -3.8502 1.1542 -1.3388
C: -1.8544 -4.7088 -1.1453
O: 2.2747 -0.4226 5.2190
C: 2.5411 6.7727 -2.3925
H: 1.0833 4.9718 -3.3704
C: -0.9989 0.3537 -1.9264
H: 2.8239 -2.3456 5.9059
Br: -3.2504 -5.1639 -2.3373
C: 0.7204 2.9887 -0.0381
C: 0.6900 -1.8452 4.0231
H: -0.6721 -0.8706 -0.2518
H: 0.5428 2.4887 0.9115
H: 3.0485 -0.9434 7.0047
C: 0.3288 -4.0788 0.5246
C: -1.1467 -5.8272 -0.4701
H: -2.5185 -0.3754 -4.5326
H: 2.2109 1.0892 3.1483
C: -0.5059 -3.0105 0.0208
H: -1.2156 -1.5074 -3.9731
H: 0.5418 -2.4935 4.8912
O: 2.5550 5.8687 -1.2599
O: -1.9025 1.5493 -0.1536
H: -0.5610 -3.0114 2.7532
C: 1.0186 4.3842 -2.4518
Br: 1.0471 -6.7631 1.1426
C: 1.6232 0.1840 3.0220
H: 3.2067 7.5816 -2.0910
H: 1.4058 -1.6181 6.7311
C: 1.0094 -0.1137 1.8284
H: -2.9182 -2.0390 -3.9220
H: 2.2517 4.2943 0.7487
C: 0.0836 -2.1323 2.8173
H: 1.1977 -3.8408 1.1292
H: -4.7149 -0.1161 -2.2417
C: -1.0277 1.4790 -1.0418
C: 1.6497 4.0089 -0.1124
S: -2.4153 -0.5654 -2.1289
H: -2.2183 -2.6330 -1.2728
O: -1.5224 -6.9995 -0.5384
H: 2.9192 6.2775 -3.2983
C: 0.0386 -5.4008 0.3246
C: 0.0052 2.5746 -1.1733
C: -0.3182 -1.6626 0.3960
H: 1.1185 0.5534 0.9754
C: -2.2489 -1.1770 -3.8346
C: 1.5327 -0.7117 4.1192
C: 1.7650 4.7628 -1.3088
H: -0.4039 2.9749 -3.2442
C: -1.5681 -3.4103 -0.8564
C: 0.1669 3.2824 -2.3711
H: -3.7813 1.1308 -3.1566
H: -0.1211 0.0870 -2.5122
C: 2.3829 -1.4087 6.2744
C: -3.8354 0.5372 -2.2378

=====

Entry 3:
ORCA calculation (ωB97M-V/def2-TZVPD) on a 2-piece molecular cluster, C25H24F4NOS overall in a non-equilibrium geometry.

Output
LUMO energy	-6.30	eV
spin multiplicity	1
total charge	+1
strongest force on any atom	3.72	eV Å⁻¹

Cartesian coordinates (Å):
C: -2.4746 -0.7744 -3.5167
H: -6.1461 0.4650 -3.6313
C: -2.7896 0.5965 -3.5805
C: 2.5164 -1.2479 -3.6046
H: 4.1180 4.6234 4.4497
C: -3.5611 -1.6702 -3.5085
H: 3.1832 3.7650 5.6799
F: -4.3618 2.3620 -3.6629
H: 1.7849 1.0995 4.9986
S: -2.1494 -2.1577 0.5401
H: -3.5999 -1.7687 2.4523
H: -2.7756 -4.4157 1.0772
C: 1.9312 1.0360 1.1655
C: 2.8111 1.8185 3.2675
C: 3.3510 3.8695 4.6101
C: 0.0010 -0.4799 0.9843
H: 2.4272 4.2118 4.1475
C: 0.9103 0.3336 3.2135
H: -0.2962 1.3514 -3.4420
F: -5.8819 -2.1261 -3.5506
H: -4.5054 -2.2388 1.0066
H: 0.1621 -0.2249 3.7448
C: 2.8446 1.7807 1.8658
H: 3.8049 0.4476 -3.6441
F: 3.5289 -2.1422 -3.6646
C: 1.7559 1.0280 -3.5629
H: 1.0302 -2.7368 -3.5563
H: -2.1473 -3.5871 2.5086
H: -3.8792 -0.5956 1.1629
F: 2.0316 2.3532 -3.5713
C: 0.4514 0.5929 -3.5158
C: 0.9478 0.2979 1.8153
C: -1.1734 -1.3335 -3.4750
H: -1.1748 -2.4086 -3.4110
O: 0.1271 -0.4518 -0.2567
C: -1.0143 -1.2297 1.5698
C: -3.6750 -1.6421 1.3750
H: -2.0361 1.3519 -3.6061
H: 5.7933 2.4678 4.5570
H: 3.5974 2.3446 1.3457
C: -4.0925 1.0362 -3.6183
H: 4.6721 1.8486 5.7747
H: -1.0374 -4.1727 1.2673
C: 1.2120 -1.6786 -3.5560
C: 4.8661 1.9198 4.7066
C: -5.1293 0.1204 -3.6046
C: -2.0149 -3.7288 1.4387
C: -4.8645 -1.2350 -3.5531
N: 3.7579 2.5905 4.0183
C: 1.8195 1.0758 3.9225
H: -3.3843 -2.7288 -3.4820
C: 2.7871 0.1072 -3.6096
C: 0.1299 -0.7781 -3.5157
H: -1.1305 -1.2597 2.6338
H: 1.9499 1.0038 0.0899
H: 4.9908 0.9139 4.3105

=====

Entry 4:
ORCA calculation (ωB97M-V/def2-TZVPD) on a 2-piece molecular cluster, C25H24F7INO2 overall.

Output
LUMO energy	-4.36	eV
spin multiplicity	1
total charge	+1
strongest force on any atom	0.66	eV Å⁻¹

Cartesian coordinates (Å):
H: 7.1077 -2.7979 0.4403
F: -2.4341 2.3090 -0.6575
C: -0.4397 -0.7018 0.7774
C: -1.5008 -1.4475 0.1864
O: -1.5174 -1.6163 -4.7909
C: 5.2809 -2.1219 1.3299
H: -3.5198 0.7265 -4.6421
H: -2.3956 -1.6802 0.7370
F: -0.1694 3.0264 4.7365
H: 5.2871 -2.8512 2.1251
C: 0.7495 -0.4057 0.0292
C: 1.5498 0.6936 1.9832
C: 0.3557 0.8049 4.1058
C: 6.2693 -1.1422 -0.6105
H: 3.4362 1.5874 0.8622
H: 7.0571 -1.1007 -1.3472
H: -4.7137 1.8779 1.4868
C: -4.0603 1.3462 0.7952
F: 0.1562 -0.2740 4.8638
C: 0.8147 -0.8843 -1.3097
C: -3.7389 2.2899 -0.3603
N: 0.4199 0.3734 2.6868
H: -3.0731 -0.2551 -7.0789
H: -2.0773 -1.6771 2.6566
H: -4.5620 0.4549 0.4200
C: -1.9636 -0.6025 -5.2818
C: -2.4684 0.5325 -4.4263
C: 1.7667 0.3396 0.7002
H: 3.0627 1.2478 -0.7860
C: 4.2455 -1.2077 1.2534
H: -1.6460 -1.2966 -7.2750
C: -0.7570 1.8942 4.3301
H: -1.6610 -0.6489 3.9704
H: -2.3587 0.2790 -3.3744
O: -2.8499 1.0019 1.4398
C: -0.5862 -0.2976 2.1169
H: 3.4602 -1.2438 1.9959
F: -4.1070 3.5458 -0.0806
F: 1.5379 1.3184 4.4376
H: -3.1397 0.9716 3.4591
C: 6.2934 -2.0908 0.3937
C: -3.0382 0.2703 2.6290
C: -1.4015 -1.8830 -1.0909
C: -1.8166 -0.6523 2.9011
H: -1.9036 1.4416 -4.6392
C: -2.0380 -0.4153 -6.7740
H: -0.2298 -1.9733 -2.8514
C: -0.2444 -1.6030 -1.8362
H: -3.9519 -0.3235 2.6150
C: 5.2313 -0.2362 -0.6890
C: 3.1150 0.7874 0.1941
H: -1.4565 0.4593 -7.0695
C: 4.2079 -0.2615 0.2436
F: -4.3996 1.9124 -1.4671
H: 2.2897 1.2475 2.5240
F: -1.5959 1.4643 5.2866
H: -1.2982 2.0954 3.4051
H: 5.2126 0.5059 -1.4744
I: 2.3977 -0.6581 -2.6512
H: -2.1910 -2.4546 -1.5537

=====

Entry 5:
ORCA calculation (ωB97M-V/def2-TZVPD) on C25H24ILiN5O6S2 as an isolated structure.

Output
LUMO energy	1.54	eV
spin multiplicity	1
total charge	-1
strongest force on any atom	0.30	eV Å⁻¹

Cartesian coordinates (Å):
H: 0.0086 -2.7089 -0.1063
C: -5.6176 0.1347 -1.4554
H: 5.8613 1.1332 0.0371
H: -2.9584 -0.5563 3.2656
C: 0.2517 1.1050 0.4883
C: 0.8295 -0.7274 2.1196
N: 0.6914 -1.4148 -1.5440
H: 2.6347 2.9485 -2.6024
C: 3.6750 -2.8929 1.8351
C: -1.4058 0.2704 2.0706
C: 2.7976 -3.6828 4.3234
H: 1.2110 -2.3254 4.0687
H: 1.1561 -0.0701 -3.0285
C: -4.8027 1.1033 -3.3238
O: -1.2425 -0.3978 4.4296
H: -2.3689 -2.1187 -0.3695
H: -3.3297 1.1812 1.8903
H: 0.0643 2.4829 -1.8582
C: -1.8722 -0.6481 3.1664
S: 4.4297 1.6901 -1.7511
O: 3.6976 0.3876 -1.6553
C: -0.7936 2.0111 0.0446
I: 4.3832 -2.4530 -0.0694
H: 4.4948 -5.0073 4.3512
H: 0.5410 -0.9856 3.1335
C: -1.9781 -0.6532 -1.9110
H: -1.3910 3.4185 -1.4305
H: 5.6161 2.8975 -0.0633
H: -4.2298 -1.0190 -0.2794
N: 1.8557 -1.2869 1.5726
C: 3.9469 -4.2543 3.8007
C: -3.3691 -0.1504 -2.0765
H: 2.4257 -3.9890 5.2924
C: 2.5305 -2.2763 2.3520
H: -1.3174 0.5476 4.5974
N: -3.5828 0.6126 -3.1439
H: 0.1786 3.7766 -0.6773
H: -1.2024 0.6392 -3.4336
C: -1.6276 -1.6320 -0.9886
N: -2.0002 2.0171 0.5424
H: 4.3327 1.8441 0.6232
C: 3.2184 3.0033 -1.6848
H: -6.4626 -0.0302 -0.7927
C: 0.3420 -0.5138 -2.4657
H: -1.6525 -1.6938 2.9394
Li: 2.3147 -0.3693 -0.4905
H: 5.2572 -4.3034 2.1084
C: -4.3825 -0.4262 -1.1695
C: -0.9606 -0.1080 -2.6902
C: -0.4722 2.9795 -1.0499
H: 3.7574 3.9499 -1.6440
O: -3.7681 2.5888 -5.1826
O: -6.0232 3.1225 -4.3951
O: -5.6386 1.1146 -5.7420
C: -2.3052 1.1512 1.5328
C: -0.0870 0.2247 1.5369
H: 2.5514 2.8489 -0.8381
O: 1.3990 1.1473 -0.0671
S: -5.0883 2.1018 -4.8270
N: -5.8419 0.8900 -2.5182
C: 5.1296 1.9236 -0.1156
C: 2.1062 -2.7216 3.6127
C: 4.3760 -3.8584 2.5495
C: -0.2930 -1.9723 -0.8430

=====

Entry 6:
ORCA calculation (ωB97M-V/def2-TZVPD) on C25H24MgN3O3 as an isolated structure.

Output
LUMO energy	2.94	eV
spin multiplicity	1
total charge	-1
strongest force on any atom	0.41	eV Å⁻¹

Cartesian coordinates (Å):
C: -0.0485 -2.5073 2.5549
H: -4.7038 -0.7537 -4.7456
H: 3.3687 2.3133 0.3047
C: -0.1649 -2.4217 -2.4967
C: -1.4696 4.4438 2.9333
H: 2.8495 -0.9194 -0.7622
H: 1.8745 1.9782 1.2270
N: 1.0806 -2.0127 -2.6164
C: 1.3196 -2.5121 2.7861
C: 1.0292 -3.7690 -1.2086
C: -0.7140 3.4143 4.9693
H: 1.7972 3.0211 -0.1877
O: -2.1594 4.0447 0.2065
H: -0.7022 -3.1097 3.1775
C: 2.5859 1.1444 -1.9356
H: -1.4956 5.4085 4.8479
C: -0.5756 -1.7177 1.5408
N: -0.2378 -3.4921 -1.6558
C: 2.2838 2.1425 0.2315
H: -0.5460 3.4592 6.0389
C: -1.7457 -0.5433 -3.0611
H: 2.2676 0.3209 -2.5736
H: -0.3474 1.3129 2.3355
C: 1.5838 -0.9665 0.9573
H: 3.2104 -1.7244 2.1485
C: -1.1410 3.2974 2.2195
C: 2.1366 -1.7336 1.9792
H: -1.0964 -3.8926 -1.3249
C: -2.9653 -0.1671 -3.6646
C: 1.8239 -2.8530 -1.8248
C: -1.3804 3.2463 0.7125
H: -3.2514 0.8744 -3.5902
H: -1.9065 5.2733 2.3930
C: -1.3827 -1.9167 -3.1462
H: -1.9163 -3.8636 -3.8462
C: -0.3983 2.2608 4.2651
C: -3.7732 -1.0875 -4.2999
H: -4.0486 -3.1502 -4.8703
H: 1.7437 -3.1069 3.5868
C: -0.6024 2.2058 2.8934
H: 0.0100 1.3996 4.7800
C: 0.2035 -0.9131 0.7002
H: 3.4703 0.0304 0.5863
H: 2.2271 2.0825 -2.3608
H: 3.6857 1.1804 -1.8926
C: -3.4161 -2.4298 -4.3680
C: -2.2230 -2.8240 -3.7852
Mg: -0.1974 0.6714 -0.7490
H: 2.8937 -2.7522 -1.7375
C: 2.5542 -0.2415 0.0412
O: -1.0196 0.3218 -2.4329
C: -1.2471 4.5070 4.3003
N: 2.0096 0.9714 -0.6026
H: 1.2384 -4.5481 -0.4978
H: -1.6553 -1.7330 1.4072
O: -0.7158 2.3360 0.1124